(1)
A structure of composition C38H54N5O5ScSi3Te2 at a distorted geometry, computed with wB97M-V/def2-TZVPD.

Each line ends with the Löwdin charge.
CARTESIAN COORDINATES (ANGSTROEM)
1 Te 1.13575 -2.80915 0.82515  1.52
2 Te -3.57652 -0.60094 1.66473  1.35
3 Sc -0.71546 -0.16743 -0.76814  0.84
4 Si -0.35720 1.00818 -3.68024  0.49
5 Si 2.22862 1.09897 -1.93562  0.42
6 Si 1.27117 -1.59719 -3.28145  0.41
7 O -2.44801 -4.61293 0.64987  0.11
8 O -4.27057 -5.03182 -1.67366  0.17
9 O -2.35117 -0.65218 -1.83538  -0.12
10 O -4.44881 -2.47031 -3.12184  0.14
11 O -1.26704 -1.84308 0.26039  -0.45
12 N 0.17944 1.58556 0.89657  -0.02
13 N 0.48955 2.52102 1.70391  0.13
14 N -0.57805 0.65900 1.50111  -0.01
15 N -1.62118 1.86808 -1.29927  -0.03
16 N -0.06880 2.21246 2.87993  -0.05
17 C -2.50369 2.56229 -0.57690  -0.13
18 C 3.10841 -3.48888 1.36524  -0.48
19 C -0.45488 -2.55428 3.42725  -0.13
20 C -0.75051 -2.11945 4.71236  -0.09
21 C 5.65461 -4.54843 1.81203  -0.09
22 C 2.97548 0.46922 -0.30053  -0.21
23 C -5.19997 -1.97747 1.97891  -0.39
24 C -2.70469 -3.82904 -0.23797  -0.30
25 C -3.73435 -2.71441 -2.18150  -0.27
26 C -0.19050 -2.80452 -3.37273  -0.15
27 C 3.29424 -4.86155 1.49800  -0.15
28 C 0.68475 -2.09282 2.77808  -0.48
29 C -2.74517 -1.84917 -1.53066  -0.32
30 C 3.70578 1.08744 -3.12756  -0.17
31 C 1.51975 -1.18718 3.42510  -0.15
32 C 2.66449 -2.54724 -2.39712  -0.19
33 C -0.72429 1.05168 2.74122  -0.13
34 C -1.61782 0.15343 -4.80769  -0.15
35 C 5.47867 -3.17605 1.70851  -0.09
36 C -3.67477 -4.02980 -1.40082  -0.23
37 C -0.44470 4.53835 3.75871  -0.40
38 C -1.75347 4.59930 2.97164  -0.07
39 C -2.12197 3.26610 -3.15137  -0.04
40 C -1.44241 2.18486 -2.59536  -0.28
41 C 4.55667 -5.39109 1.71850  -0.09
42 C -2.17471 -2.49232 -0.43677  -0.40
43 C -3.03108 3.98799 -2.40028  -0.04
44 C -4.55326 0.92347 2.86638  -0.43
45 C -0.03648 3.07946 4.05137  -0.09
46 C 0.67206 5.31532 3.05859  -0.07
47 C -3.24023 3.61558 -1.07837  -0.04
48 C 0.75462 0.04250 -2.49227  -0.52
49 C 4.21325 -2.65247 1.48369  -0.14
50 C 1.22538 -0.75182 4.70979  -0.11
51 C 0.57007 2.17381 -4.86179  -0.16
52 C 1.88457 -1.39632 -5.07134  -0.17
53 C 0.08787 -1.21950 5.35750  -0.11
54 C 1.79310 2.93503 -1.62706  -0.18
55 H 2.26034 -3.36918 -1.80395  -0.01
56 H 6.64463 -4.95937 1.96166  0.10
57 H -3.89280 1.78555 2.96541  -0.04
58 H -0.10378 2.62104 -5.59441  0.03
59 H 1.88757 -0.05385 5.20887  0.10
60 H -2.37795 -0.38540 -4.24402  0.02
61 H -1.10802 -2.30577 -3.68830  0.02
62 H 0.01433 -3.60182 -4.08951  0.04
63 H -0.61339 4.99211 4.73926  0.14
64 H 3.59890 1.23938 0.16005  0.04
65 H 4.14435 0.08878 -3.18633  0.02
66 H 2.86960 -0.92685 -5.10551  0.02
67 H -3.95939 4.12333 -0.45161  0.11
68 H -3.58196 4.81431 -2.83055  0.11
69 H -0.72310 2.63613 4.77156  0.13
70 H 4.48421 1.77232 -2.78525  0.03
71 H 4.68904 -6.46187 1.80495  0.10
72 H 0.97074 3.06475 4.47088  0.13
73 H 3.34588 -2.98248 -3.13009  0.04
74 H 3.42164 1.38593 -4.13817  0.02
75 H -2.12861 0.90174 -5.41697  0.04
76 H -0.13021 -0.90257 6.36987  0.10
77 H 4.08903 -1.58024 1.39051  0.07
78 H -1.13167 -0.54738 -5.48897  0.03
79 H 3.25545 -1.92116 -1.73102  0.00
80 H 2.03093 3.22869 -0.60388  0.01
81 H 2.41850 -0.83637 2.93041  0.09
82 H 0.90253 4.89106 2.08602  0.06
83 H -6.11098 -1.60786 1.51631  0.01
84 H 1.32429 1.61159 -5.41531  0.02
85 H -4.76708 0.52671 3.85598  0.00
86 H 1.07794 2.98173 -4.33299  0.02
87 H -1.09973 -3.26999 2.93063  0.10
88 H -1.26162 0.52361 3.51213  0.12
89 H 2.36167 3.58135 -2.29814  0.03
90 H -2.51714 3.96495 3.42861  0.07
91 H -1.93260 3.53547 -4.18229  0.11
92 H -1.62771 -2.49955 5.22048  0.11
93 H -5.35107 -2.11078 3.04663  0.00
94 H 2.43955 -5.52373 1.42346  0.09
95 H -2.13190 5.62078 2.96069  0.08
96 H -1.61002 4.28900 1.93535  0.06
97 H 1.20556 -0.78338 -5.66794  0.01
98 H -5.48098 1.24501 2.39959  0.00
99 H 0.73551 3.14181 -1.78907  0.00
100 H -2.64739 2.25211 0.45368  0.08
101 H 2.20888 0.17710 0.41583  -0.04
102 H 6.33232 -2.51402 1.78291  0.10
103 H 3.60589 -0.40157 -0.47724  0.00
104 H -0.37260 -3.27902 -2.40454  0.03
105 H -4.92082 -2.92901 1.53238  -0.01
106 H 1.96488 -2.36954 -5.55916  0.03
107 H 0.36974 6.35343 2.91930  0.08
108 H 1.58205 5.30275 3.66096  0.08

Computed properties:
LUMO energy (eV): -0.118
Energy relative to the best compared isomer or geometry (same formula, charge and spin) (kJ/mol): 0.0
Highest occupied orbital energy (eV): -7.76
Kohn-Sham gap (eV): 7.65

(2)
A structure of composition C38H55AsCsF6N3O16S5 at a distorted geometry, computed with wB97M-V/def2-TZVPD.

Each line ends with the Löwdin spin population.
CARTESIAN COORDINATES (ANGSTROEM)
1 Cs 21.62330 9.89579 11.51986  0.00
2 As 18.65745 11.35047 8.29897  0.00
3 S 14.29386 13.17710 5.00502  0.00
4 S 18.60828 17.76372 11.35191  0.00
5 S 13.84801 10.81204 10.49756  0.00
6 S 17.39854 5.46703 5.58171  0.00
7 S 13.43159 8.26447 5.77134  0.10
8 F 18.23103 9.64095 8.02210  0.00
9 F 18.79630 13.06758 8.68348  0.00
10 F 20.29141 10.95372 9.04950  0.00
11 F 17.79468 11.16610 9.91854  0.00
12 F 17.05732 11.71975 7.48562  0.00
13 F 19.53723 11.60635 6.80061  0.00
14 O 19.98940 15.33051 1.32848  0.00
15 O 19.76326 18.64612 11.00509  0.00
16 O 20.35274 8.74474 4.73073  0.00
17 O 13.92754 6.90276 5.88170  0.41
18 O 17.70615 5.97949 4.20795  0.00
19 O 15.01937 12.48905 3.89467  0.00
20 O 20.79215 8.09502 2.77182  0.00
21 O 15.97910 5.37500 5.93222  0.00
22 O 17.81412 18.17336 12.53499  0.00
23 O 25.48784 9.86299 6.38251  0.00
24 O 23.68396 10.92321 5.88201  0.00
25 O 12.37548 10.65987 10.57536  0.00
26 O 19.95866 17.47885 1.75057  0.00
27 O 14.67547 9.59484 10.23744  0.00
28 O 12.03451 8.48776 6.17733  0.10
29 O 13.44905 12.38179 5.92246  0.00
30 N 19.84116 16.31728 2.06959  0.00
31 N 24.28022 10.07893 6.47523  0.00
32 N 20.29801 8.89704 3.51112  0.00
33 C 14.02249 8.91134 4.14665  0.11
34 C 23.45276 9.22769 7.35131  0.00
35 C 18.62857 15.24896 10.41687  0.00
36 C 19.43976 5.44686 7.39032  0.00
37 C 19.59534 10.06750 2.99089  0.00
38 C 18.34523 3.94954 5.76483  0.00
39 C 19.76625 10.45091 1.69279  0.00
40 C 19.14099 16.06273 11.61523  0.00
41 C 19.43698 16.13721 3.45086  0.00
42 C 22.00895 7.71143 9.13731  0.00
43 C 22.09587 9.09711 7.23915  0.00
44 C 14.64384 9.30400 6.71586  0.17
45 C 18.79018 10.84254 3.86740  0.00
46 C 21.36319 8.34665 8.12665  0.00
47 C 14.46955 11.71706 11.92822  0.00
48 C 17.38374 15.89469 9.93826  0.00
49 C 18.46255 16.92455 5.47065  0.00
50 C 18.49118 12.42251 2.11817  0.00
51 C 13.88036 15.84251 4.93481  0.00
52 C 15.70777 9.70977 5.71459  0.03
53 C 18.20062 12.02880 3.43217  0.00
54 C 15.50733 9.11718 4.33439  0.02
55 C 15.03291 13.17297 10.03325  0.00
56 C 19.32667 14.65532 5.42997  0.00
57 C 15.54699 14.22895 5.88010  0.00
58 C 14.73814 15.51808 6.15847  0.00
59 C 18.81001 17.14214 4.18057  0.00
60 C 18.74384 15.71654 6.15079  0.00
61 C 23.37323 7.77880 9.28527  0.00
62 C 19.69680 14.86858 4.06380  0.00
63 C 13.29778 14.51947 4.40474  0.00
64 C 14.55000 13.16935 11.50107  0.00
65 C 14.21380 12.13550 9.26348  0.00
66 C 24.08624 8.48992 8.36332  0.00
67 C 18.36257 6.35908 6.90908  0.00
68 C 17.63419 17.40542 9.84010  0.00
69 C 19.23541 11.68286 1.24910  0.00
70 C 18.93591 4.02954 7.13952  0.00
71 H 15.96423 13.66574 6.71485  0.00
72 H 20.22523 14.02793 3.63900  0.00
73 H 18.50182 7.43098 6.76850  0.00
74 H 15.01007 8.69823 7.54472  0.00
75 H 14.77211 11.78901 8.39380  0.00
76 H 19.77034 3.34295 7.28242  0.00
77 H 17.63770 12.65737 4.10628  0.00
78 H 18.26916 17.61957 8.98042  0.00
79 H 18.62820 15.63398 7.22140  0.00
80 H 12.25681 14.33036 4.66691  0.00
81 H 19.66589 13.81943 6.02378  0.00
82 H 13.94516 11.26137 12.76814  0.00
83 H 13.06967 16.56201 5.04971  0.00
84 H 13.53734 9.86985 3.96232  0.01
85 H 14.60986 16.18234 4.19964  0.00
86 H 15.89756 9.76589 3.55019  0.01
87 H 15.21935 13.76839 12.11850  0.00
88 H 14.11737 15.44075 7.05109  0.00
89 H 19.39022 11.97766 0.22171  0.00
90 H 18.82371 15.74859 12.60960  0.00
91 H 16.36228 14.43594 5.18688  0.00
92 H 16.70432 9.39669 6.02602  0.00
93 H 20.22861 16.12112 11.57329  0.00
94 H 18.59999 18.09293 3.71339  0.00
95 H 16.73278 18.01791 9.82014  0.00
96 H 15.62192 10.79575 5.75135  0.01
97 H 14.93615 14.20661 9.70108  0.00
98 H 19.19809 4.12013 5.10785  0.00
99 H 20.32076 9.83553 0.99981  0.00
100 H 20.28708 8.33342 8.03606  0.00
101 H 13.51413 13.50575 11.54466  0.00
102 H 17.81608 3.07039 5.39713  0.00
103 H 17.75327 6.33348 7.81251  0.00
104 H 16.06226 12.81869 10.08808  0.00
105 H 16.60572 15.68206 10.67146  0.00
106 H 19.93311 5.60992 8.34851  0.00
107 H 13.24625 14.45290 3.31800  0.00
108 H 17.18390 15.32937 9.02800  0.00
109 H 19.35334 15.18552 9.60522  0.00
110 H 21.46229 7.17507 9.89881  0.00
111 H 15.39656 11.17731 12.12163  0.00
112 H 25.16455 8.53546 8.40275  0.00
113 H 17.98289 17.69327 6.05834  0.00
114 H 18.15245 3.71595 7.82941  0.00
115 H 23.95923 7.32969 10.07350  0.00
116 H 15.88015 8.10987 4.14880  0.00
117 H 18.18144 13.42187 1.85031  0.00
118 H 13.82168 8.20291 3.34297  0.00
119 H 18.60169 10.49877 4.87372  0.00
120 H 20.32505 5.54857 6.76263  0.00
121 H 21.54426 9.75388 6.58282  0.00
122 H 18.42662 14.21158 10.68363  0.00
123 H 13.20122 12.47654 9.04785  0.00
124 H 14.05862 10.16814 7.03034  0.01
125 H 15.39277 16.29646 6.55047  0.00

Computed properties:
LUMO energy (alpha / beta) (eV): -3.130 / -7.913
Charge: +1
2S+1: 2
Highest occupied orbital energy (alpha / beta) (eV): -11.69 / -11.69
Kohn-Sham gap (alpha / beta) (eV): 8.56 / 3.78

Number 1: molecular weight 1045.3 Da. Number 2: molecular weight 1292.0 Da.